Version i
The following is a DFT calculation (ωB97M-V/def2-TZVPD) of the ion C5H11NO with charge +1.

Summary:
**HOMO energy (spin up / spin down)**: -0.579 / -0.578 hartree
**Molar mass**: 101.15 u

```
! wB97M-V def2-TZVPD RIJCOSX def2/J DEFGRID3
* xyz 1 2
O -1.698 0.622 1.663
N -0.407 -1.131 1.248
C 0.201 0.831 -2.623
C 0.408 0.137 -1.274
C 0.366 -1.328 2.437
C -0.133 1.033 -0.135
C -0.842 0.279 0.930
H -0.088 -0.839 -1.302
H 0.373 1.893 -2.592
H -0.939 1.661 -0.529
H -1.165 -1.798 1.097
H -0.862 0.797 -2.863
H 0.655 1.693 0.214
H 0.204 -0.564 3.194
H 0.810 0.419 -3.425
H 0.219 -2.300 2.901
H 1.466 -0.065 -1.109
H 1.432 -1.340 2.166
*
```

Results of the Löwdin charge analysis, in e, for atoms 1 through 8: number 1, O, carries 0.26; number 2, N, carries 0.20; number 3, C, carries -0.09; number 4, C, carries -0.23; number 5, C, carries -0.01; number 6, C, carries -0.09; number 7, C, carries -0.36; number 8, H, carries 0.11

Version ii
The following is a DFT calculation (ωB97M-V/def2-TZVPD) of a cluster of 2 separate species, C5H11NO in total.

Summary:
**HOMO energy (spin up / spin down)**: -0.548 / -0.550 hartree
**Molar mass**: 101.15 u

```
! wB97M-V def2-TZVPD RIJCOSX def2/J DEFGRID3
* xyz 1 2
O -0.907 -0.253 2.473
N -0.585 -0.455 -0.838
C -1.912 0.077 -1.153
C 2.311 -0.880 0.732
C 1.739 -0.507 -0.397
C 0.428 1.644 -0.284
C 0.469 0.263 -0.490
H 1.226 2.188 0.197
H -2.644 -0.647 -0.831
H -2.098 0.990 -0.587
H -1.994 0.269 -2.218
H 3.230 -1.435 0.691
H -1.854 -0.428 2.615
H 2.264 -0.612 -1.337
H -0.795 -0.486 1.546
H -0.435 2.253 -0.520
H 1.903 -0.659 1.715
H -0.346 -1.323 -1.314
*
```

Results of the Löwdin charge analysis, in e, for atoms 1 through 8: number 1, O, carries -0.04; number 2, N, carries 0.07; number 3, C, carries 0.00; number 4, C, carries 0.09; number 5, C, carries -0.11; number 6, C, carries 0.25; number 7, C, carries -0.29; number 8, H, carries 0.11

If we sort the structures by their calculated energies, the order from most to least stable is version ii, version i.

Version i
The following is a DFT calculation (ωB97M-V/def2-TZVPD) of an isolated molecule of C2H3N5O.

Summary:
**SMILES**: [H]/N=C/Nc1nnon1
**HOMO energy**: -0.363 hartree
**Molar mass**: 113.08 u

```
! wB97M-V def2-TZVPD RIJCOSX def2/J DEFGRID3
* xyz 0 1
O -2.055 -0.983 0.382
N -2.089 -0.786 -0.920
N 3.102 1.162 0.159
N -0.928 -0.151 -1.194
N 0.938 0.392 -0.291
N -0.994 -0.387 1.114
C 1.959 0.593 0.515
C -0.297 0.026 0.084
H 1.574 0.429 1.494
H 0.760 1.121 -1.145
H 3.926 0.987 0.924
*
```

Results of the Löwdin charge analysis, in e, for atoms 1 through 8: number 1, O, carries -0.12; number 2, N, carries 0.08; number 3, N, carries 0.05; number 4, N, carries 0.09; number 5, N, carries 0.04; number 6, N, carries 0.18; number 7, C, carries -0.33; number 8, C, carries -0.42

Version ii
The following is a DFT calculation (ωB97M-V/def2-TZVPD) of an isolated molecule of C2H3N5O.

Summary:
**SMILES**: O/N=C/c1nnn[nH]1
**HOMO energy**: -0.372 hartree
**Molar mass**: 113.08 u

```
! wB97M-V def2-TZVPD RIJCOSX def2/J DEFGRID3
* xyz 0 1
O -2.939 -0.202 -0.112
N 2.700 0.122 -0.073
N 1.551 0.804 -0.023
N 1.090 -1.312 -0.058
N -1.645 -0.633 -0.004
N 2.457 -1.123 -0.044
C -0.822 0.290 -0.093
C 0.559 -0.129 -0.058
H -1.070 1.359 -0.096
H -3.435 -0.959 0.363
H 1.555 1.783 0.197
*
```

Results of the Löwdin charge analysis, in e, for atoms 1 through 8: number 1, O, carries -0.06; number 2, N, carries -0.03; number 3, N, carries 0.07; number 4, N, carries 0.08; number 5, N, carries -0.01; number 6, N, carries -0.02; number 7, C, carries -0.11; number 8, C, carries -0.36

If we sort the structures by their calculated energies, the order from most to least stable is version ii, version i.